[1]
Computed, not measured: a structure of composition C32H45Cl2N2OP3RuS in a non-equilibrium geometry, with ωB97M-V/def2-TZVPD.

HOMO (spin up / spin down)	-12.30 / -12.69	eV
LUMO level (spin up / spin down)	-0.17989 / -0.27234	hartree
E_tot	-3867.93393	Eh

```
! wB97M-V def2-TZVPD RIJCOSX def2/J DEFGRID3
* xyz 2 5
P 1.53995 1.44612 -3.26550
C 3.13485 1.40907 -2.59279
C 3.81139 0.77368 -3.67186
H 3.23372 0.13209 -4.33554
C 5.12431 1.11649 -3.94784
H 5.58847 0.71008 -4.84097
C 5.79374 1.97644 -3.06796
H 6.82231 2.24241 -3.30254
C 5.17462 2.48358 -1.91540
H 5.74944 3.13140 -1.25309
C 3.83261 2.18665 -1.63984
H 3.33454 2.53377 -0.73192
C 0.77389 -0.15780 -3.34658
C 1.32136 -1.42780 -3.03034
H 2.18820 -1.51605 -2.37180
C 0.73893 -2.58417 -3.57718
H 1.17478 -3.57139 -3.39854
C -0.38758 -2.47602 -4.40601
H -0.80318 -3.36380 -4.88935
C -0.98724 -1.23910 -4.64070
H -1.85042 -1.12941 -5.30243
C -0.45680 -0.09974 -4.04535
H -0.91432 0.87297 -4.19994
C 0.44910 2.73175 -2.63609
C 0.64082 3.44788 -3.84070
H 1.39651 3.04159 -4.54106
C -0.12422 4.56254 -4.14999
H 0.04485 5.04696 -5.10752
C -1.06139 4.99263 -3.19865
H -1.65568 5.86929 -3.44950
C -1.23089 4.33881 -1.97430
H -1.96075 4.73529 -1.25815
C -0.47816 3.18041 -1.66400
H -0.57695 2.70639 -0.68443
Ru 0.09682 -0.47278 2.68500
C -1.64420 -1.30714 1.77100
C -2.08869 -1.39218 0.47687
H -2.33734 -1.72552 2.52608
C -1.33886 -0.68358 -0.66628
O -2.18972 0.39106 -1.23900
H -1.65599 1.05646 -1.74705
C -0.16610 -0.15871 -0.05605
H -0.97990 -1.42451 -1.45595
C 0.40344 0.25266 1.04909
Cl -0.48153 -1.47049 4.80006
Cl 2.30281 0.50959 2.95038
P 1.39931 -2.25035 2.01064
C 2.39781 -2.66021 3.46954
H 1.71803 -2.99778 4.25595
H 2.87827 -1.73389 3.80010
H 3.15350 -3.41391 3.22138
C 0.44182 -3.74451 1.65133
H -0.06427 -3.63767 0.68431
H -0.31199 -3.84934 2.43738
H 1.09107 -4.63018 1.63412
C 2.63784 -2.21500 0.65889
H 3.17089 -1.25868 0.65698
H 2.16181 -2.34639 -0.32094
H 3.37672 -3.02085 0.79077
P -3.69620 -2.13191 -0.00560
C -4.29385 -3.17864 1.30624
C -3.47356 -3.10923 -1.49615
H -4.41986 -2.61299 2.23303
H -3.60536 -4.00700 1.49512
H -5.26676 -3.61236 1.04874
H -3.09255 -2.48822 -2.31325
H -4.42537 -3.55536 -1.81309
H -2.76482 -3.92133 -1.30237
C -4.88592 -0.83511 -0.33797
H -5.09959 -0.28259 0.58220
H -5.82721 -1.24553 -0.72161
H -4.46100 -0.14871 -1.07485
H 1.24545 0.95465 0.72123
C -1.98614 1.32528 6.23866
N -1.87399 2.14415 5.02623
C -0.79464 1.98083 4.20657
S -1.08854 1.76549 2.53394
N 0.42988 2.01844 4.67217
C 0.82644 2.37292 6.02642
H -1.34051 1.74094 7.01494
H -1.70716 0.27758 6.03566
H -3.02784 1.36709 6.56226
H -2.74129 2.17146 4.49198
H 1.19351 1.69889 4.03073
H 0.86948 1.47632 6.66071
H 1.82915 2.81114 5.97658
H 0.12585 3.10466 6.43483
*
```



[2]
Computed, not measured: a structure of composition C40H27F15GeIrN3PS in a non-equilibrium geometry, with ωB97M-V/def2-TZVPD.

HOMO (spin up / spin down)	-9.89 / -9.89	eV
LUMO level (spin up / spin down)	-0.16643 / -0.16506	hartree
E_tot	-6123.15241	Eh
ΔE to the lowest compared entry with this formula, charge and spin	539.5	kJ/mol

```
! wB97M-V def2-TZVPD RIJCOSX def2/J DEFGRID3
* xyz 1 1
Ir 0.09950 0.03220 -0.05180
N 2.41200 -1.00890 -0.18340
C 2.35260 -2.34730 -0.77530
C 0.97540 -2.97770 -0.55550
N -0.11170 -2.12280 -1.03930
C -0.21910 -2.01870 -2.50030
C 0.54930 -0.81880 -3.07450
N 0.21920 0.38340 -2.30440
H 3.05660 -0.41210 -0.68670
H 2.71640 -1.05530 0.78340
H 3.10480 -3.01700 -0.34900
H 2.55270 -2.27070 -1.84230
H 0.81920 -3.13030 0.51210
H 0.96050 -3.95680 -1.04740
H -0.98370 -2.50410 -0.68230
H -1.27340 -1.88300 -2.75390
H 0.13310 -2.93600 -2.98680
H 0.26590 -0.72510 -4.13180
H 1.63030 -0.96200 -3.02850
H -0.78280 0.54690 -2.39610
H 0.68880 1.19220 -2.69970
C -2.12690 5.84810 3.68220
C -1.05410 6.25390 2.90300
C -0.39730 5.35530 2.07790
C -0.83020 4.03670 2.05450
C -1.92010 3.62960 2.82700
C -2.56210 4.53050 3.64660
P -0.17920 2.65250 1.10110
C 1.19990 3.11680 0.01100
C 0.90730 3.76420 -1.18790
C 1.91320 4.06380 -2.08800
C 3.22370 3.70450 -1.81090
C 3.52250 3.06830 -0.61400
C 2.51990 2.76390 0.29090
C 0.51970 1.58970 2.39260
C 0.78340 2.00510 3.69450
C 1.35090 1.10350 4.57680
C 1.60550 -0.19870 4.17370
C 1.31330 -0.60570 2.87630
C 0.75390 0.27540 1.95060
H -2.63750 6.56320 4.30850
H -0.72310 7.28010 2.93950
H 0.43240 5.67740 1.46500
H -2.25370 2.60140 2.75140
H -3.39410 4.20590 4.25280
H -0.11620 4.03140 -1.40850
H 1.67490 4.57150 -3.00980
H 4.00530 3.93140 -2.51990
H 4.54650 2.81530 -0.37880
H 2.76260 2.28960 1.22950
H 0.55780 3.01270 4.00770
H 1.59700 1.41960 5.57920
H 2.04180 -0.89850 4.87290
H 1.50740 -1.63720 2.60870
F -5.81870 3.80790 -3.26820
C -5.22800 2.81700 -3.95120
C -4.15630 2.17520 -3.35790
C -3.54140 1.18400 -4.09260
F -2.48520 0.54060 -3.55460
C -3.93970 0.84280 -5.37650
F -3.27100 -0.09130 -6.05580
C -5.02460 1.49880 -5.94980
F -5.41760 1.19740 -7.18030
C -5.68110 2.49180 -5.22410
F -6.71510 3.13290 -5.75850
Ge -3.48240 2.85290 -1.58710
S -2.31880 1.45800 -0.36360
C -5.13680 3.35990 -0.57510
C -5.93940 2.28740 -0.22990
F -5.56090 1.07880 -0.69350
C -7.08570 2.42060 0.53910
F -7.83660 1.36420 0.84080
C -7.43300 3.68560 1.01230
F -8.51050 3.84460 1.77190
C -6.64280 4.78140 0.68110
F -6.94470 5.98700 1.15670
C -5.53100 4.61190 -0.13880
F -4.85440 5.69910 -0.52020
C -2.56270 4.56140 -2.11310
C -2.28920 5.46130 -1.10020
F -2.57350 5.06090 0.14740
C -1.73520 6.71140 -1.33530
F -1.47970 7.54860 -0.33170
C -1.43910 7.07940 -2.64910
F -0.91240 8.27190 -2.90470
C -1.68100 6.18420 -3.69040
F -1.36630 6.51180 -4.94340
C -2.22890 4.93740 -3.39950
F -2.42160 4.06020 -4.39990
*
```



[3]
Computed, not measured: the ion C3H8NS with charge -1 in a non-equilibrium geometry, with ωB97M-V/def2-TZVPD.

HOMO	-2.22	eV
LUMO level	0.15174	hartree
E_tot	-572.06033	Eh
ΔE to the lowest compared entry with this formula, charge and spin	47.1	kJ/mol
SMILES	NCCC[S-]

```
! wB97M-V def2-TZVPD RIJCOSX def2/J DEFGRID3
* xyz -1 1
N -1.51309 -0.60549 1.01786
C -0.11077 -0.83431 0.53731
C 0.57770 0.51253 0.36496
C 0.68566 0.87736 -1.14003
S 2.06216 0.04591 -1.98058
H -2.01297 -1.49088 1.08826
H -2.05605 -0.15684 0.27864
H -0.09982 -1.42981 -0.36626
H 0.35008 -1.34713 1.38080
H 1.59482 0.50475 0.74084
H -0.01007 1.28746 0.86435
H -0.31440 0.70401 -1.56219
H 0.84675 1.93244 -1.22397
*
```



[4]
Computed, not measured: the molecule C5H11N in a non-equilibrium geometry, with ωB97M-V/def2-TZVPD.

HOMO	-9.21	eV
LUMO level	0.04420	hartree
E_tot	-251.82078	Eh
ΔE to the lowest compared entry with this formula, charge and spin	109.6	kJ/mol
SMILES	CCC/C=C/N

```
! wB97M-V def2-TZVPD RIJCOSX def2/J DEFGRID3
* xyz 0 1
C 1.80523 1.08696 1.02226
C 1.40169 -0.41679 1.03730
C 0.59046 -0.84920 -0.19441
C -0.61225 0.04403 -0.46695
C -1.82495 -0.44633 -0.65292
N -2.94485 0.02114 -1.39511
H 2.84136 1.16610 1.34908
H 1.68040 1.54749 0.04910
H 1.23664 1.61521 1.78799
H 0.79290 -0.66598 1.90471
H 2.29208 -1.04791 1.10769
H 0.21690 -1.86168 -0.06875
H 1.20652 -0.83839 -1.08950
H -0.43746 1.08197 -0.75840
H -2.02361 -1.45927 -0.27380
H -3.47918 0.77794 -0.99706
H -2.74189 0.24472 -2.36123
*
```



[5]
Computed, not measured: a structure of composition C2H6N2O in a non-equilibrium geometry, with ωB97M-V/def2-TZVPD.

HOMO	-9.02	eV
LUMO level	0.01222	hartree
E_tot	-264.36549	Eh
ΔE to the lowest compared entry with this formula, charge and spin	582.4	kJ/mol

```
! wB97M-V def2-TZVPD RIJCOSX def2/J DEFGRID3
* xyz 0 1
C -1.33382 -0.47065 -0.02805
C 0.03298 0.15531 0.03643
H -2.13577 0.37666 -0.93422
H -1.16975 -1.79164 -0.37337
H -1.81061 -0.23073 1.29124
H -0.41177 2.09492 0.09033
H 0.94966 -1.57511 -0.27238
H 2.09713 0.85915 0.08378
N 0.37516 1.42263 -0.00308
N 1.05415 -0.69523 0.17210
O 2.35264 -0.14531 -0.06279
*
```



[6]
Computed, not measured: the molecule C4H9N3, with ωB97M-V/def2-TZVPD.

HOMO	-8.32	eV
LUMO level	0.03433	hartree
E_tot	-322.07504	Eh
ΔE to the lowest compared entry with this formula, charge and spin	40.2	kJ/mol
SMILES	[H]/N=C(/N)CC(=C)N

```
! wB97M-V def2-TZVPD RIJCOSX def2/J DEFGRID3
* xyz 0 1
H 1.71032 -1.73421 -0.11749
N 0.80102 -2.09092 0.15596
C 0.02228 -1.22111 0.64647
N -1.26060 -1.59310 0.94435
C 0.32086 0.25454 0.83355
C 0.17151 0.98891 -0.47856
C 1.09547 1.83345 -0.92972
N -1.04544 0.78175 -1.11004
H -1.42886 -2.58695 0.93887
H -1.77661 -1.05070 1.62303
H 1.33823 0.38018 1.20471
H -0.37333 0.68583 1.55983
H 1.99819 2.02586 -0.38198
H 0.96670 2.36564 -1.85553
H -1.45759 -0.12434 -0.96018
H -1.08215 1.08517 -2.07327
*
```